# 1
116
Properties=species:S:1:pos:R:3:mulliken_charge:R:1 method="wB97M-V/def2-TZVPD" homo_lumo_gap_ha="0.30159 / 0.23959" relative_energy_ev=0.0000 lumo_energy_ev="-2.19 / -3.91" charge=+1 spin_multiplicity=4
Tc 0.0063 -0.4722 -0.2680 0.329
C 1.1536 -0.5839 -3.3430 -1.018
N 0.1117 0.1495 -2.6002 0.973
C -1.1688 0.0812 -3.3406 -1.313
C 0.5320 1.5660 -2.5030 -1.176
C -0.3017 2.3033 -1.4852 -1.057
N -0.2326 1.6517 -0.1479 0.964
C 0.9344 2.1551 0.6572 -0.745
C 2.2706 2.0291 -0.0149 -0.100
C 2.9850 3.1761 -0.2903 -0.394
C 4.2342 3.1230 -0.9009 -0.875
C 4.7370 1.8595 -1.1551 0.175
C 4.0578 0.6586 -0.8928 -0.290
C 2.7706 0.7621 -0.3600 0.294
O 1.9412 -0.3130 -0.1955 -0.122
C 4.8433 -0.6325 -1.2023 2.000
C 5.2450 -0.6617 -2.6854 -1.603
C 6.1081 -0.6461 -0.3274 -1.776
C 4.0789 -1.9276 -0.9152 -1.978
C 4.9709 4.4108 -1.2557 1.850
C 4.0978 5.2351 -2.2147 -1.604
C 6.3113 4.1396 -1.9399 -2.066
C 5.2308 5.2239 0.0213 -1.661
C -1.4943 1.9813 0.5991 -2.152
C -1.9547 1.1124 1.7530 0.442
C -3.1629 1.5001 2.3158 -0.586
C -3.6784 0.8664 3.4306 -0.793
C -2.8727 -0.1006 4.0318 0.102
C -1.6540 -0.5190 3.5117 -0.842
C -1.2520 0.0434 2.2881 1.085
O -0.1329 -0.4375 1.6545 -0.488
C -0.7397 -1.4696 4.3054 2.373
C -0.3755 -2.7381 3.5227 -1.367
C -1.3864 -1.9237 5.6176 -2.459
C 0.5470 -0.6975 4.6452 -1.435
C -5.0581 1.2487 3.9628 2.056
C -6.0840 1.1267 2.8251 -1.606
C -5.0250 2.6981 4.4693 -1.652
C -5.4994 0.3409 5.1124 -2.138
H 1.3748 -0.0865 -4.2926 0.371
H 0.8164 -1.5987 -3.5546 0.305
H 2.0644 -0.6234 -2.7459 0.053
H -1.1010 0.6879 -4.2484 0.343
H -1.9909 0.4419 -2.7294 0.389
H -1.3871 -0.9415 -3.6301 0.363
H 0.4167 2.0605 -3.4735 0.627
H 1.5862 1.5969 -2.2462 0.317
H -1.3414 2.2982 -1.8027 0.607
H 0.0183 3.3453 -1.4135 0.306
H 0.9179 1.5974 1.5929 0.171
H 0.7549 3.2082 0.8817 0.586
H 2.5551 4.1352 -0.0173 0.590
H 5.7266 1.7793 -1.5828 0.479
H 5.9058 0.1631 -2.9505 0.381
H 4.3655 -0.6102 -3.3325 0.227
H 5.7734 -1.5925 -2.9067 0.472
H 6.7678 0.1912 -0.5546 0.350
H 6.6689 -1.5684 -0.4971 0.479
H 5.8451 -0.5915 0.7310 0.390
H 3.2393 -2.0211 -1.6108 0.146
H 3.7255 -1.9545 0.1177 0.379
H 4.7476 -2.7753 -1.0759 0.560
H 3.8767 4.6675 -3.1221 0.350
H 4.6202 6.1494 -2.5039 0.437
H 3.1521 5.5239 -1.7509 0.340
H 6.1860 3.5682 -2.8628 0.394
H 6.9980 3.6008 -1.2827 0.388
H 6.7808 5.0894 -2.1994 0.448
H 4.2997 5.5181 0.5100 0.318
H 5.7823 6.1344 -0.2219 0.471
H 5.8220 4.6463 0.7348 0.364
H -2.3075 2.0018 -0.1229 0.775
H -1.3679 2.9957 0.9862 0.643
H -3.7071 2.3219 1.8589 0.537
H -3.2160 -0.5487 4.9502 0.745
H -1.2803 -3.2837 3.2401 0.300
H 0.2258 -3.3952 4.1561 0.633
H 0.1977 -2.5090 2.6274 -0.230
H -2.3115 -2.4768 5.4395 0.442
H -1.5983 -1.0862 6.2851 0.417
H -0.6958 -2.5910 6.1368 0.466
H 1.0799 -0.4095 3.7369 0.043
H 1.2118 -1.3197 5.2501 0.442
H 0.3143 0.2063 5.2126 0.348
H -5.9146 1.8724 2.0463 0.335
H -7.0932 1.2772 3.2153 0.452
H -6.0364 0.1396 2.3609 0.348
H -4.7627 3.3950 3.6703 0.329
H -4.2949 2.8098 5.2737 0.345
H -6.0067 2.9838 4.8556 0.461
H -5.4948 -0.7116 4.8182 0.422
H -6.5184 0.6003 5.4046 0.449
H -4.8636 0.4625 5.9924 0.379
I -2.9111 -7.0049 -3.6993 0.115
C -2.9429 -5.0956 -2.8623 -0.309
C -1.7926 -4.3169 -2.8972 -1.131
C -1.8053 -3.0649 -2.3042 0.904
C -2.9538 -2.5707 -1.6988 0.944
C -4.1036 -3.3540 -1.6949 -1.217
C -4.1012 -4.6186 -2.2656 -0.524
C -3.0429 -1.2313 -1.0225 -0.155
O -4.1092 -0.6923 -0.8719 -0.654
O -1.9176 -0.6443 -0.6074 0.290
H -0.8974 -4.6887 -3.3776 0.534
H -0.8931 -2.4809 -2.3037 -0.072
H -5.0011 -2.9596 -1.2378 0.559
H -4.9979 -5.2238 -2.2443 0.412
N 1.2943 -3.3095 -0.2264 -0.547
C 1.0844 -4.5993 0.0692 -0.478
C -0.2376 -4.7288 0.4398 -1.616
C -0.7626 -3.4405 0.3579 -0.912
N 0.1744 -2.5864 -0.0459 2.053
H 2.1651 -2.8352 -0.4226 0.032
H 1.8792 -5.3238 -0.0056 0.584
H -0.7530 -5.6276 0.7321 0.584
H -1.7572 -3.0993 0.5924 0.775

***

# 2
123
Properties=species:S:1:pos:R:3:mulliken_charge:R:1 method="wB97M-V/def2-TZVPD" smiles="O=C1OCCO1.O=C1OCCO1.O=C1OCCO1.c1ccncc1.c1ccncc1.c1ccncc1.CCCC#N.CCCC#N.CCCC#N.CCCC#N.CCCC#N" homo_lumo_gap_ha=0.35964 lumo_energy_ev=-0.03 spin_multiplicity=1
O -8.7594 -4.6084 -1.2527 -0.505
C -8.0678 -4.9505 -0.3589 0.684
O -7.2779 -4.1416 0.2803 -0.337
C -6.5929 -4.7355 1.3064 -0.260
C -6.8669 -6.2185 1.1092 -0.209
O -7.8033 -6.2339 0.0323 -0.345
H -5.5386 -4.4600 1.3294 0.250
H -7.0268 -4.3656 2.2353 0.227
H -7.2653 -6.7326 1.9839 0.254
H -5.9118 -6.6891 0.8759 0.241
O -0.5522 1.1931 -1.6462 -0.571
C -0.1536 0.1994 -0.9870 0.678
O 1.1420 -0.2549 -0.9270 -0.325
C 1.3238 -1.2615 0.0307 -0.254
C -0.1279 -1.7446 0.2214 -0.277
O -0.9281 -0.6088 -0.2092 -0.309
H 1.9952 -2.0468 -0.3164 0.282
H 1.8096 -0.9313 0.9489 0.244
H -0.2747 -1.9603 1.2797 0.268
H -0.3916 -2.6958 -0.2410 0.261
O 7.2561 4.5964 -7.7195 -0.549
C 6.4106 4.7334 -6.8332 0.690
O 5.2779 5.4571 -6.8908 -0.327
C 4.4909 5.3734 -5.7289 -0.191
C 5.3511 4.5624 -4.7969 -0.286
O 6.3696 4.0443 -5.6652 -0.335
H 4.3974 6.3305 -5.2157 0.247
H 3.5365 4.8815 -5.9166 0.274
H 4.8641 3.7351 -4.2805 0.254
H 5.7752 5.2181 -4.0365 0.223
C -0.3507 -6.0555 -5.1403 -0.269
C 0.8244 -5.7362 -4.4684 -0.352
C 1.2783 -6.6587 -3.5457 -0.151
N 0.7267 -7.8861 -3.3145 -0.518
C -0.5005 -8.1349 -3.9070 -0.224
C -0.9844 -7.3027 -4.8599 -0.261
H -0.6633 -5.4250 -5.9595 0.368
H 1.3285 -4.7833 -4.5323 0.360
H 2.2220 -6.4608 -3.0593 0.367
H -1.0979 -8.9829 -3.6064 0.347
H -1.8630 -7.5800 -5.4234 0.334
C -2.6561 0.3892 5.8410 -0.174
C -2.2044 1.6432 5.4711 -0.387
C -1.0066 2.0992 5.9501 -0.164
N -0.1996 1.3458 6.7409 -0.559
C -0.6116 0.0628 6.9863 -0.120
C -1.8502 -0.4729 6.5934 -0.408
H -3.6249 0.0320 5.5242 0.364
H -2.7663 2.2445 4.7716 0.346
H -0.6395 3.1029 5.7949 0.379
H 0.0487 -0.5887 7.5395 0.357
H -2.1858 -1.4043 7.0249 0.367
C -6.8491 4.2648 -0.2977 -0.245
C -7.5332 3.2683 -1.0168 -0.431
C -8.9140 3.3258 -1.0771 -0.114
N -9.6145 4.3635 -0.5168 -0.536
C -8.9621 5.3022 0.2190 -0.180
C -7.5945 5.2441 0.4280 -0.388
H -5.7740 4.1763 -0.2454 0.403
H -7.0565 2.4428 -1.5246 0.370
H -9.5886 2.5673 -1.4459 0.406
H -9.6282 5.9199 0.8031 0.365
H -7.1194 5.9675 1.0740 0.351
C -6.4588 6.7778 -8.0214 -1.078
C -6.2029 6.1342 -6.6645 -0.305
C -4.7784 5.6888 -6.4039 -0.471
C -3.7355 6.7143 -6.5158 0.151
N -2.9175 7.4733 -6.5900 -0.401
H -6.0905 7.7987 -8.1226 0.337
H -7.5456 6.8096 -8.0987 0.313
H -6.1004 6.1894 -8.8660 0.319
H -6.7304 5.1865 -6.5557 0.264
H -6.5255 6.7774 -5.8458 0.297
H -4.4650 5.0329 -7.2160 0.246
H -4.6147 5.2288 -5.4294 0.328
C 9.3775 -7.0953 -0.3618 -1.072
C 10.0773 -6.5530 0.8912 -0.404
C 9.2650 -6.8250 2.1800 -0.407
C 7.8885 -6.2910 2.0578 0.197
N 6.8398 -5.8583 1.9767 -0.406
H 9.9300 -6.7209 -1.2235 0.299
H 8.3456 -6.7442 -0.3744 0.350
H 9.4094 -8.1775 -0.4874 0.298
H 10.2806 -5.4907 0.7559 0.311
H 11.0129 -7.0850 1.0638 0.274
H 9.6965 -6.3192 3.0438 0.289
H 9.2187 -7.8991 2.3599 0.271
C -0.7594 -8.7592 8.1471 -1.107
C -1.9701 -9.6068 7.7646 -0.444
C -1.9812 -9.9063 6.2223 -0.422
C -1.7699 -8.7979 5.3335 0.251
N -1.5743 -7.9071 4.6086 -0.437
H -0.8031 -8.6638 9.2320 0.352
H -1.0069 -7.7494 7.8198 0.312
H 0.1635 -9.0805 7.6644 0.327
H -2.9001 -9.1372 8.0852 0.298
H -1.9908 -10.5495 8.3115 0.317
H -2.9284 -10.3497 5.9152 0.292
H -1.1852 -10.6263 6.0323 0.262
C 6.4835 3.8457 3.5503 -1.131
C 6.5656 3.9084 1.9941 -0.412
C 7.5386 2.9700 1.3954 -0.308
C 8.9087 3.1288 1.8890 0.191
N 9.9926 3.2819 2.2458 -0.415
H 5.7119 4.5340 3.8952 0.320
H 7.4025 4.1603 4.0447 0.344
H 6.3195 2.8366 3.9285 0.320
H 6.8869 4.9127 1.7177 0.278
H 5.5895 3.7940 1.5227 0.305
H 7.6718 3.1752 0.3332 0.231
H 7.2032 1.9567 1.6164 0.278
C -0.1385 8.4392 0.6324 -1.123
C -0.1495 8.7715 -0.8278 -0.320
C 0.8775 9.7068 -1.3768 -0.427
C 2.2306 9.3571 -1.0412 0.232
N 3.3398 9.0790 -0.7703 -0.444
H 0.6135 7.7389 0.9957 0.330
H -1.0899 7.9947 0.9246 0.327
H 0.0740 9.3564 1.1818 0.305
H -1.1101 9.1507 -1.1766 0.305
H -0.0013 7.8129 -1.3251 0.258
H 0.6501 10.7070 -1.0083 0.272
H 0.9080 9.7874 -2.4633 0.286